Entry 1:
# C22H30MnN4O7SSi3

A structure of composition C22H30MnN4O7SSi3 at a distorted geometry (the ωB97M-V functional and the def2-TZVPD basis, the Open Molecules 2025 dataset).

CARTESIAN COORDINATES (ANGSTROEM)
Mn1 0.55 0.14 0.32
C1 -1.17 -0.17 -3.23
Si1 -2.18 0.04 -1.64
C2 -3.86 0.65 -2.33
C3 -2.48 -1.75 -1.05
C4 -1.43 1.08 -0.27
Si2 -1.22 2.90 -0.72
C5 -2.94 3.74 -0.89
C6 -0.37 3.28 -2.37
C7 -0.32 3.92 0.59
Si3 -2.40 0.91 1.30
C8 -2.28 2.24 2.65
C9 -4.29 0.66 1.12
C10 -1.76 -0.70 2.11
C11 -2.33 -1.29 3.23
C12 -1.78 -2.43 3.79
C13 -0.64 -2.95 3.19
C14 -0.10 -2.30 2.10
N1 -0.63 -1.20 1.56
H1 -1.78 -0.63 -4.02
H2 -0.30 -0.80 -3.06
H3 -0.80 0.78 -3.61
H4 -4.28 -0.09 -3.01
H5 -3.72 1.57 -2.91
H6 -4.60 0.86 -1.56
H7 -2.85 -2.38 -1.87
H8 -3.20 -1.81 -0.23
H9 -1.54 -2.17 -0.70
H10 -3.46 3.40 -1.79
H11 -2.85 4.83 -0.95
H12 -3.58 3.50 -0.03
H13 -0.91 2.87 -3.22
H14 0.64 2.86 -2.38
H15 -0.29 4.36 -2.51
H16 -0.99 4.62 1.10
H17 0.49 4.50 0.14
H18 0.12 3.28 1.36
H19 -2.68 3.19 2.29
H20 -1.25 2.40 2.97
H21 -2.87 1.94 3.52
H22 -4.74 1.55 0.68
H23 -4.76 0.49 2.09
H24 -4.53 -0.19 0.48
H25 -3.22 -0.84 3.66
H26 -2.21 -2.89 4.67
H27 -0.16 -3.84 3.58
H28 0.81 -2.66 1.63
O1 3.88 -2.01 1.32
C15 3.10 -1.05 1.21
O2 1.99 -1.08 0.60
C16 3.50 0.26 1.87
C17 4.82 0.41 2.18
C18 5.29 1.54 2.86
C19 4.39 2.48 3.33
C20 3.04 2.33 3.09
C21 2.53 1.27 2.23
O3 1.33 1.23 1.84
N2 2.19 3.27 3.75
O4 2.71 4.25 4.28
O5 1.00 3.06 3.87
N3 6.68 1.70 3.13
O6 7.05 2.70 3.74
O7 7.46 0.84 2.75
H29 5.50 -0.37 1.89
H30 4.73 3.32 3.92
S1 3.03 0.89 -3.51
C22 2.06 0.69 -2.24
N4 1.30 0.57 -1.36

Values from the calculation:
Total charge: -2
Frontier orbital gap (alpha / beta): 6.4 / 5.9 eV
HOMO (alpha / beta): -2.08 / -1.59 eV
LUMO energy (alpha / beta): 4.3 / 4.3 eV
Strongest force on any atom: 1.589 eV/Å
Spin multiplicity: 2
Molecular weight: 633.8 g mol⁻¹

Atom charges from the Mulliken analysis, given in e for atoms 1 to 6: 0.19 -1.15 0.30 -1.21 -1.10 1.77



Entry 2:
# C7H12IN4

A cluster of 2 separate species, C7H12IN4 in total at a distorted geometry (the ωB97M-V functional and the def2-TZVPD basis, the Open Molecules 2025 dataset).

CARTESIAN COORDINATES (ANGSTROEM)
C1 -1.92 -1.61 0.80
C2 -0.91 -1.36 1.69
C3 -2.04 -0.74 -0.27
C4 -0.13 -0.20 1.52
C5 1.07 -1.27 -1.48
C6 -1.20 0.32 -0.48
C7 0.17 2.91 -0.38
N1 -0.34 0.62 0.51
N2 1.79 -0.27 -1.41
N3 0.46 1.67 0.34
N4 0.93 -2.26 -0.73
I1 3.67 0.04 0.08
H1 -2.73 -2.34 0.89
H2 -0.73 -2.02 2.57
H3 -2.80 -0.88 -1.00
H4 0.32 0.11 2.45
H5 -1.19 1.02 -1.27
H6 1.11 3.58 -0.51
H7 -0.29 2.67 -1.39
H8 -0.50 3.34 0.31
H9 2.05 0.44 -2.18
H10 1.22 1.72 0.98
H11 0.32 -3.11 -0.93
H12 1.67 -2.40 -0.10

Values from the calculation:
Total charge: +1
Frontier orbital gap (alpha / beta): 7.4 / 7.4 eV
HOMO (alpha / beta): -11.40 / -11.39 eV
LUMO energy (alpha / beta): -4.0 / -4.0 eV
Energy relative to the best compared isomer or geometry (same formula, charge and spin): 0.0 kcal per mole
Strongest force on any atom: 5.115 eV/Å
Molecular weight: 279.1 g mol⁻¹

Atom charges from the Mulliken analysis, given in e for atoms 1 to 6: -0.38 -0.73 -0.57 0.20 -0.02 -0.03



Entry 3:
# C27H45FeN9O8S2SeSi3

A structure of composition C27H45FeN9O8S2SeSi3 at a distorted geometry (the ωB97M-V functional and the def2-TZVPD basis, the Open Molecules 2025 dataset).

CARTESIAN COORDINATES (ANGSTROEM)
Fe1 0.45 0.32 -0.48
N1 1.90 2.10 -2.40
N2 2.52 1.38 -3.43
C1 2.25 0.06 -3.52
N3 2.98 -0.69 -4.40
N4 1.21 -0.37 -2.86
N5 0.81 -1.65 -2.92
O1 -0.15 -1.82 -1.93
O2 1.55 -2.64 -3.20
H1 1.14 2.65 -2.78
H2 2.58 2.69 -1.93
H3 3.39 1.73 -3.78
H4 3.93 -0.41 -4.57
H5 2.82 -1.68 -4.29
N6 3.23 3.73 6.13
C2 3.39 3.39 4.79
C3 3.25 2.06 4.38
C4 3.40 1.72 3.05
C5 3.72 2.70 2.12
C6 3.90 4.02 2.52
C7 3.75 4.36 3.85
S1 3.45 2.29 0.42
O3 4.08 1.04 0.11
O4 3.82 3.41 -0.43
N7 1.87 2.04 0.37
C8 0.92 2.96 0.27
S2 1.06 4.69 0.59
C9 -0.62 4.86 0.21
C10 -1.15 3.66 -0.12
N8 -0.29 2.60 -0.10
H6 2.67 3.09 6.67
H7 3.02 4.70 6.31
H8 2.97 1.30 5.10
H9 3.25 0.71 2.71
H10 4.15 4.76 1.77
H11 3.86 5.39 4.17
H12 -1.11 5.82 0.28
H13 -2.18 3.50 -0.40
C11 -1.27 3.04 3.54
Si1 -1.40 1.14 3.58
C12 -1.55 0.67 5.42
C13 -3.05 0.64 2.79
Se1 0.38 0.09 2.72
H14 -1.83 3.51 4.35
H15 -1.65 3.43 2.60
H16 -0.23 3.36 3.63
H17 -2.38 1.18 5.90
H18 -0.64 0.92 5.97
H19 -1.70 -0.41 5.53
H20 -3.88 0.70 3.50
H21 -2.99 -0.38 2.42
H22 -3.28 1.29 1.94
O5 -3.22 -2.04 0.03
C14 -2.55 -1.02 -0.18
O6 -1.36 -0.82 0.23
C15 -3.27 0.12 -0.93
C16 -4.59 0.40 -0.57
C17 -5.27 1.47 -1.13
C18 -4.65 2.26 -2.08
C19 -3.34 1.98 -2.44
C20 -2.64 0.91 -1.87
N9 -2.70 2.82 -3.41
O7 -1.55 2.57 -3.74
O8 -3.33 3.75 -3.89
H23 -5.06 -0.25 0.16
H24 -6.29 1.68 -0.84
H25 -5.15 3.09 -2.55
H26 -1.64 0.70 -2.21
C21 -2.57 -5.09 -1.08
Si2 -1.48 -4.21 -2.34
C22 -0.63 -5.41 -3.52
C23 -2.50 -2.98 -3.36
C24 -0.24 -3.16 -1.31
Si3 1.50 -3.78 -0.77
C25 2.55 -2.29 -0.25
C26 1.01 -4.65 0.85
C27 2.41 -5.14 -1.73
H27 -3.34 -5.71 -1.54
H28 -3.06 -4.34 -0.47
H29 -1.98 -5.73 -0.41
H30 -1.32 -5.77 -4.28
H31 -0.22 -6.28 -3.00
H32 0.20 -4.92 -4.03
H33 -3.20 -3.49 -4.02
H34 -1.86 -2.35 -3.97
H35 -3.07 -2.34 -2.69
H36 -0.76 -2.91 -0.38
H37 1.91 -1.47 0.12
H38 3.18 -1.89 -1.04
H39 3.21 -2.55 0.58
H40 0.53 -3.95 1.54
H41 1.87 -5.08 1.36
H42 0.30 -5.46 0.66
H43 2.63 -4.87 -2.76
H44 1.82 -6.06 -1.73
H45 3.36 -5.37 -1.23

Values from the calculation:
Total charge: -1
Frontier orbital gap (alpha / beta): 5.4 / 5.4 eV
HOMO (alpha / beta): -3.84 / -3.82 eV
LUMO energy (alpha / beta): 1.6 / 1.6 eV
Energy relative to the best compared isomer or geometry (same formula, charge and spin): 57.3 kcal per mole
Strongest force on any atom: 1.881 eV/Å
Spin multiplicity: 6
Molecular weight: 906.9 g mol⁻¹

Atom charges from the Mulliken analysis, given in e for atoms 1 to 6: 2.06 -0.20 -0.47 0.12 -0.50 -0.20



Entry 4:
# F2H2NP

A cluster of 2 separate species, F2H2NP in total at a distorted geometry (the ωB97M-V functional and the def2-TZVPD basis, the Open Molecules 2025 dataset).

CARTESIAN COORDINATES (ANGSTROEM)
N1 -0.84 0.17 -0.15
F1 1.64 -1.67 0.32
F2 0.80 1.49 0.68
P1 0.59 0.75 -0.75
H1 -1.56 -0.22 -0.76
H2 -0.63 -0.51 0.66

Values from the calculation:
Frontier orbital gap (alpha / beta): 7.3 / 7.4 eV
HOMO (alpha / beta): -9.84 / -9.90 eV
LUMO energy (alpha / beta): -2.5 / -2.5 eV
Energy relative to the best compared isomer or geometry (same formula, charge and spin): 90.5 kcal per mole
Strongest force on any atom: 4.403 eV/Å
Molecular weight: 85.0 g mol⁻¹

And the Mulliken charges, in e, turn out to be: -0.43 -0.71 -0.20 0.69 0.29 0.35



What is the formula in the fourth record? F2H2NP